Record 1
This record from the Open Molecules 2025 dataset describes C21H23ClN6O9SeV as an isolated structure. The level of theory is ωB97M-V with the def2-TZVPD basis set.

Positions of all 62 atoms, in Å:
V -0.5155 -0.2856 -0.2980
C 1.9153 2.6728 2.3172
N 2.2877 1.2587 2.3171
C 3.5672 0.9280 2.9312
C 1.6006 0.4197 1.5732
O 0.5591 0.7903 0.9789
C 1.9487 -1.0464 1.4704
O 1.4519 -1.5155 0.2218
C 2.4672 -1.8842 -0.7136
C 3.1780 -0.6337 -1.2336
O 3.1310 0.3863 -0.5516
N 3.8358 -0.7363 -2.3957
C 4.4487 0.4471 -2.9830
C 3.8067 -1.9323 -3.2253
H 2.4373 3.1957 1.5146
H 2.1948 3.1054 3.2747
H 0.8454 2.7686 2.1683
H 4.3895 1.2394 2.2851
H 3.6481 -0.1347 3.1340
H 3.6412 1.4520 3.8815
H 1.4218 -1.5788 2.2687
H 3.0138 -1.2365 1.5472
H 1.9662 -2.4327 -1.5020
H 3.1829 -2.5518 -0.2247
H 4.3770 1.2697 -2.2802
H 3.9313 0.7156 -3.9056
H 5.4960 0.2475 -3.2100
H 3.8228 -2.8381 -2.6237
H 4.7011 -1.9417 -3.8448
H 2.9321 -1.9470 -3.8804
O -0.7048 -2.8547 -2.9840
Cl -0.8915 -1.4657 -2.7797
O -1.1714 -0.7554 -3.9568
O 0.3246 -0.9050 -2.1009
O -1.9013 -1.2234 -1.7294
O -0.7317 1.5857 -1.3519
C -1.8322 1.7185 -0.7787
N -2.1458 0.7801 0.1373
C -3.4604 0.9642 0.5786
O -4.0535 0.2587 1.3509
C -3.9487 2.2153 -0.1051
C -5.1584 2.8648 -0.0138
C -5.3287 4.0077 -0.7947
C -4.3199 4.4685 -1.6343
C -3.0990 3.8036 -1.7261
C -2.9405 2.6794 -0.9446
H -5.9432 2.4973 0.6334
H -6.2658 4.5465 -0.7523
H -4.4900 5.3565 -2.2280
H -2.3125 4.1520 -2.3814
Se -2.3592 -0.5136 4.3618
N -2.9952 -2.1339 4.1060
C -2.5330 -2.5340 2.9356
C -2.7692 -3.8113 2.3541
C -2.1826 -4.0733 1.1601
C -1.4165 -3.0693 0.5057
N -1.1884 -1.8718 0.9839
C -1.6982 -1.5924 2.2365
N -1.4504 -0.4578 2.8510
H -3.3919 -4.5294 2.8700
H -2.3099 -5.0231 0.6617
H -1.0142 -3.2862 -0.4769

Properties
HOMO (spin up / spin down)   -11.9 / -12.0 eV
Charge   +1
HOMO-LUMO gap (spin up / spin down)   7.9 / 8.0 eV
2S+1   3
ΔE to the lowest compared entry with this formula, charge and spin   0.677 eV
LUMO energy (spin up / spin down)   -3.969 / -4.012 eV



Record 2
This record from the Open Molecules 2025 dataset describes C21H23F6FeN5O8PS2SeTe as an isolated structure at a distorted geometry. The level of theory is ωB97M-V with the def2-TZVPD basis set.

Positions of all 69 atoms, in Å:
Fe 0.4952 0.4315 -0.2173
F 1.2258 -1.9235 3.3467
C 1.5881 -0.8255 4.0019
F 2.7792 -1.0385 4.5631
F 0.6986 -0.6033 4.9717
S 1.6405 0.6519 2.8865
O 0.6307 0.3737 1.8871
O 1.4195 1.7398 3.7837
N 3.1229 0.6350 2.3578
S 3.6124 0.4010 0.8859
O 2.5868 0.4856 -0.1342
O 4.8288 1.1001 0.6309
C 4.1065 -1.3632 0.9072
F 4.4333 -1.7562 -0.3248
F 3.1170 -2.1287 1.3577
F 5.1649 -1.5314 1.7032
Se -4.6639 1.3570 -5.5688
N -2.9391 0.8957 -5.6051
C -2.5123 0.9169 -4.3793
C -1.1208 0.6557 -3.9890
C -0.0721 0.5457 -4.8946
C 1.2089 0.3943 -4.4084
C 1.4154 0.3613 -3.0337
N 0.4105 0.4395 -2.1707
C -0.8328 0.5781 -2.6404
C -1.8750 0.7772 -1.6080
N -1.5078 0.5324 -0.3504
C -2.2913 0.9684 0.6244
C -3.5266 1.5618 0.3868
C -3.9671 1.6721 -0.9152
C -3.1219 1.2682 -1.9416
C -3.4923 1.2831 -3.3631
N -4.6858 1.5557 -3.7951
H -0.2771 0.5982 -5.9560
H 2.0563 0.3273 -5.0762
H 2.4018 0.2805 -2.5973
H -1.9187 0.8021 1.6286
H -4.1275 1.9015 1.2182
H -4.9435 2.0721 -1.1571
C 2.0861 3.9997 -0.1243
C 0.8590 3.3455 0.5157
C -0.2212 4.3959 0.7727
O 0.3503 2.3538 -0.3071
H 2.4366 4.8623 0.4539
H 1.8149 4.3349 -1.1296
H 2.9063 3.2851 -0.2111
H 1.1663 2.9458 1.4954
H -0.4470 4.9209 -0.1606
H 0.0864 5.1274 1.5267
H -1.1346 3.9023 1.1122
C -2.4736 -2.0226 3.4231
C -2.4112 -2.4281 1.9681
O -1.1760 -1.9282 1.4396
P -0.7141 -2.3501 -0.0442
O 0.5896 -1.6104 -0.2728
Te -2.4900 -2.6667 -1.6537
O -0.3256 -3.9254 0.1208
C 0.8127 -4.2741 0.9201
C 1.9777 -4.6352 0.0219
H -3.4339 -2.3122 3.8529
H -2.3530 -0.9425 3.5221
H -1.6739 -2.4994 3.9916
H -3.2429 -2.0102 1.3958
H -2.4424 -3.5136 1.8507
H 0.5132 -5.1275 1.5319
H 1.0786 -3.4499 1.5817
H 1.6857 -5.4266 -0.6701
H 2.8265 -4.9805 0.6177
H 2.2822 -3.7637 -0.5561

Properties
HOMO   -4.6 eV
Charge   -1
HOMO-LUMO gap   6.0 eV
2S+1   1
ΔE to the lowest compared entry with this formula, charge and spin   0.000 eV
LUMO energy   1.423 eV



Record 3
This record from the Open Molecules 2025 dataset describes C21H23F6FeN5O8PS2SeTe as an isolated structure at a distorted geometry. The level of theory is ωB97M-V with the def2-TZVPD basis set.

Positions of all 69 atoms, in Å:
Fe -0.1623 -0.2246 -0.0686
F 1.2869 -2.1905 4.3650
C 1.1181 -0.9083 4.6875
F 2.1019 -0.5670 5.5208
F -0.0278 -0.8210 5.3702
S 1.1427 0.2684 3.2073
O 0.2059 -0.2678 2.2578
O 0.8089 1.5229 3.8041
N 2.6620 0.1431 2.8349
S 3.1325 -0.0306 1.3496
O 2.1351 0.2727 0.3581
O 4.4402 0.4983 1.1344
C 3.4095 -1.8968 1.2815
F 3.6060 -2.3671 0.0478
F 2.3894 -2.5603 1.8158
F 4.4986 -2.2137 1.9957
Se 0.1374 5.4882 -5.1952
N 0.0624 3.7105 -5.4000
C 0.0378 3.1562 -4.1955
C -0.0289 1.7482 -3.9721
C -0.0306 0.8050 -4.9935
C -0.0824 -0.5403 -4.6744
C -0.1533 -0.9071 -3.3287
N -0.1628 -0.0461 -2.3404
C -0.0911 1.2805 -2.6185
C -0.0901 2.1768 -1.5334
N -0.1862 1.6615 -0.2664
C -0.1923 2.4960 0.7585
C -0.0525 3.8747 0.6296
C 0.0783 4.4250 -0.6345
C 0.0433 3.5897 -1.7424
C 0.0880 4.0692 -3.0902
N 0.1535 5.3527 -3.4091
H 0.0117 1.1439 -6.0203
H -0.0709 -1.3003 -5.4410
H -0.2019 -1.9479 -3.0413
H -0.2948 2.0444 1.7337
H -0.0517 4.4862 1.5176
H 0.1929 5.4892 -0.7804
C -0.4020 -3.8377 1.3386
C -0.4054 -3.2107 -0.0680
C 0.3450 -4.1078 -1.0705
O 0.1747 -1.9614 -0.0537
H -1.0771 -4.6903 1.3709
H -0.7210 -3.0816 2.0495
H 0.5983 -4.1628 1.6045
H -1.4593 -3.1188 -0.3836
H 1.4164 -3.9912 -0.9202
H 0.1079 -3.8131 -2.0897
H 0.0751 -5.1534 -0.9376
C -6.4310 1.6560 2.0436
C -5.6371 1.6838 0.7500
O -4.4229 0.9834 0.9347
P -3.5516 0.6819 -0.4054
O -2.4035 -0.1451 0.0630
Te -3.3187 2.5838 -1.7808
O -4.5919 -0.2379 -1.2709
C -4.7052 -1.5963 -0.8900
C -3.8167 -2.4582 -1.7679
H -7.3806 2.1683 1.9068
H -5.8674 2.1505 2.8299
H -6.6146 0.6264 2.3404
H -5.4130 2.7154 0.4483
H -6.2021 1.2118 -0.0625
H -5.7614 -1.8698 -0.9993
H -4.4166 -1.7078 0.1603
H -4.1238 -2.3840 -2.8083
H -3.8665 -3.4965 -1.4473
H -2.7948 -2.0934 -1.6802

Properties
HOMO (spin up / spin down)   -4.7 / -4.7 eV
Charge   -1
HOMO-LUMO gap (spin up / spin down)   5.7 / 5.7 eV
2S+1   5
ΔE to the lowest compared entry with this formula, charge and spin   1.108 eV
LUMO energy (spin up / spin down)   0.945 / 0.942 eV



Record 4
This record from the Open Molecules 2025 dataset describes one molecule with the formula C21H23FN2O2. The level of theory is ωB97M-V with the def2-TZVPD basis set.

Positions of all 49 atoms, in Å:
O 0.7443 1.6826 0.7769
C -0.1643 2.3609 1.2102
C -0.5482 2.3401 2.6751
C -0.2238 1.0033 3.3419
C -1.3211 -0.0311 3.0651
C -1.5776 -0.1733 1.5740
O -2.4420 0.5035 1.0362
N -0.8477 -1.0666 0.8769
C 0.2725 -1.8545 1.3379
C 1.5280 -1.4622 0.5400
N 1.3243 -1.6128 -0.8816
C 1.6753 -2.7466 -1.5826
C 1.7456 -2.7006 -2.9852
C 2.1405 -3.7824 -3.7421
C 2.5045 -4.9742 -3.1371
C 2.4605 -5.0567 -1.7586
C 2.0498 -3.9715 -1.0113
F 2.0022 -4.1628 0.3399
C 0.2173 -0.7846 -1.3106
C -1.0558 -1.1868 -0.5525
C -0.8700 3.3393 0.3489
C -2.2426 3.5581 0.4229
C -2.8396 4.4824 -0.4151
C -2.0778 5.2040 -1.3197
C -0.7135 4.9793 -1.4095
C -0.1152 4.0422 -0.5896
H 0.0359 3.1410 3.1407
H -1.6014 2.5880 2.7948
H 0.7360 0.6488 2.9603
H -0.1334 1.1396 4.4216
H -2.2569 0.3253 3.5019
H -1.0754 -0.9870 3.5268
H 0.4572 -1.7021 2.3978
H 0.0466 -2.9145 1.1707
H 2.3881 -2.0397 0.8715
H 1.7286 -0.4006 0.7176
H 1.5038 -1.7763 -3.4856
H 2.1761 -3.6895 -4.8173
H 2.8177 -5.8221 -3.7246
H 2.7275 -5.9640 -1.2390
H 0.0421 -0.8835 -2.3795
H 0.4575 0.2571 -1.0775
H -1.8882 -0.5364 -0.8247
H -1.3098 -2.2280 -0.7878
H -2.8496 2.9619 1.0852
H -3.9068 4.6399 -0.3632
H -2.5487 5.9326 -1.9635
H -0.1185 5.5301 -2.1231
H 0.9462 3.8503 -0.6537

Properties
HOMO   -7.6 eV
Charge   0
HOMO-LUMO gap   8.1 eV
2S+1   1
ΔE to the lowest compared entry with this formula, charge and spin   1.377 eV
LUMO energy   0.583 eV
SMILES string   O=C(CCCC(=O)N1CCN(c2ccccc2F)CC1)c1ccccc1



Record 5
This record from the Open Molecules 2025 dataset describes C21H23MnN2O7 as an isolated structure. The level of theory is ωB97M-V with the def2-TZVPD basis set.

Positions of all 54 atoms, in Å:
Mn 0.5352 -0.3442 1.5503
O 1.4187 0.1023 -0.3289
C 2.7450 -0.4155 -0.2081
C 3.3773 0.0617 1.0870
N 2.4944 -0.1981 2.2294
C 2.4897 0.9299 3.1708
C 1.6039 2.0591 2.6262
O 1.9006 3.2299 2.8368
O 0.5862 1.6211 1.9769
C 2.6921 -1.4829 2.9030
C 1.4210 -1.8665 3.7061
O 1.5569 -2.6653 4.6253
O 0.3437 -1.3262 3.2819
H 1.4282 1.0651 -0.4366
H 2.6217 -1.4985 -0.2138
H 3.3472 -0.1221 -1.0719
H 4.3636 -0.3995 1.2244
H 3.5317 1.1424 1.0223
H 2.0378 0.5875 4.1025
H 3.4990 1.2952 3.3835
H 2.8433 -2.2572 2.1462
H 3.5593 -1.4746 3.5727
C -0.0736 3.9312 -0.5204
C -0.3452 2.6991 -1.3421
C 0.5088 2.3547 -2.3882
C 0.3059 1.1923 -3.1196
C -0.7757 0.3814 -2.8286
C -1.6578 0.7297 -1.8073
N -2.8064 -0.0750 -1.5787
C -2.7860 -1.4690 -1.6260
C -3.7121 -2.1375 -2.4323
C -3.7400 -3.5211 -2.4987
C -2.8158 -4.2715 -1.7871
C -1.8935 -3.6167 -0.9846
C -1.8833 -2.2321 -0.8671
C -0.9583 -1.6237 0.1460
O 0.1325 -2.1783 0.4324
O -1.3014 -0.5521 0.7133
C -1.4372 1.8745 -1.0355
C -2.3274 2.2021 0.1284
H 0.7428 4.5111 -0.9521
H 0.2011 3.6604 0.5035
H -0.9549 4.5739 -0.4615
H 1.3438 3.0064 -2.6240
H 0.9835 0.9254 -3.9222
H -0.9570 -0.5249 -3.3942
H -3.6812 0.3481 -1.8373
H -4.4035 -1.5497 -3.0267
H -4.4736 -4.0112 -3.1279
H -2.8213 -5.3525 -1.8464
H -1.1717 -4.1705 -0.3979
H -2.9236 1.3349 0.4000
H -2.9925 3.0430 -0.0972
H -1.7218 2.4741 0.9942

Properties
HOMO (spin up / spin down)   -4.6 / -4.0 eV
Charge   -1
HOMO-LUMO gap (spin up / spin down)   7.4 / 6.8 eV
2S+1   2
ΔE to the lowest compared entry with this formula, charge and spin   0.000 eV
LUMO energy (spin up / spin down)   2.790 / 2.790 eV



Record 6
This record from the Open Molecules 2025 dataset describes one molecule with the formula C21H23N3O5. The level of theory is ωB97M-V with the def2-TZVPD basis set.

Positions of all 52 atoms, in Å:
C -1.1391 1.5682 -3.8823
O -1.2130 1.4033 -2.4878
C -0.7902 2.4371 -1.6862
C -0.3346 3.6611 -2.1422
C 0.0682 4.6343 -1.2377
C 0.0171 4.3890 0.1196
C -0.4396 3.1682 0.5902
C -0.8438 2.1866 -0.3003
N -1.3167 0.9317 0.0876
C -1.2658 0.3381 1.3147
O -0.8497 0.8716 2.3221
C -1.7124 -1.0834 1.2655
C -2.8974 -1.5060 0.8115
C -4.0274 -0.6179 0.3921
N -3.1608 -2.8626 0.7273
C -2.2919 -3.8542 1.1495
O -2.5977 -5.0252 1.0762
N -1.1213 -3.4152 1.6574
C -0.6273 -2.0530 1.6728
C 0.5287 -1.8509 0.7060
C 0.3241 -2.0406 -0.6559
C 1.3316 -1.7605 -1.5525
C 2.5546 -1.2889 -1.1027
C 2.7884 -1.1143 0.2538
O 3.9718 -0.6856 0.7790
C 5.0478 -0.4365 -0.0910
C 1.7588 -1.3995 1.1753
O 1.9539 -1.3157 2.5296
C 2.2382 -0.0278 3.0552
H -0.1111 1.7495 -4.2105
H -1.7812 2.3856 -4.2253
H -1.4927 0.6304 -4.3084
H -0.2867 3.8723 -3.1987
H 0.4215 5.5843 -1.6088
H 0.3306 5.1463 0.8212
H -0.4814 2.9650 1.6468
H -1.5902 0.3526 -0.6947
H -4.2092 -0.7157 -0.6785
H -3.8114 0.4209 0.6207
H -4.9380 -0.9076 0.9151
H -4.0771 -3.1745 0.4440
H -0.4716 -4.1328 1.9397
H -0.2732 -1.8128 2.6845
H -0.6322 -2.4061 -1.0000
H 1.1749 -1.9030 -2.6109
H 3.3284 -1.0721 -1.8216
H 5.3255 -1.3330 -0.6541
H 5.8785 -0.1427 0.5489
H 4.8228 0.3783 -0.7872
H 2.4188 -0.1823 4.1171
H 1.3777 0.6347 2.9220
H 3.1230 0.4111 2.5920

Properties
HOMO   -8.2 eV
Charge   0
HOMO-LUMO gap   8.8 eV
2S+1   1
ΔE to the lowest compared entry with this formula, charge and spin   1.518 eV
LUMO energy   0.507 eV
SMILES string   COc1ccccc1NC(=O)C1=C(C)NC(=O)N[C@H]1c1cccc(OC)c1OC



Record 7
This record from the Open Molecules 2025 dataset describes one molecule with the formula C21H23N3O5 at a distorted geometry. The level of theory is ωB97M-V with the def2-TZVPD basis set.

Positions of all 52 atoms, in Å:
C -5.5767 -0.7860 -1.3280
C -5.6735 0.4193 -0.3977
O -4.7667 0.3500 0.6853
C -3.4656 0.6946 0.5141
C -2.8859 1.1324 -0.6723
C -1.5447 1.4720 -0.7091
C -0.7710 1.3942 0.4378
N 0.6034 1.7574 0.4001
C 1.0839 2.8862 -0.2474
O 0.4198 3.6517 -0.8917
C 2.5680 2.9793 0.0434
C 2.9463 1.6166 0.6160
N 3.6793 0.7918 -0.3337
C 3.0291 0.5026 -1.5933
C 1.9696 -0.6162 -1.5247
N 2.4059 -1.6496 -0.6140
C 1.6035 -2.3961 0.1892
O 2.0597 -3.1592 1.0230
C 0.1445 -2.2950 -0.0013
C -0.8293 -2.5864 0.9176
C -2.0644 -2.4116 0.2582
C -1.7562 -2.0413 -1.0147
O -0.4288 -1.9615 -1.1836
C 3.8356 -1.6965 -0.4079
C 4.3073 -0.3956 0.2523
C 1.5978 1.0112 1.0169
O 1.4168 0.0369 1.6963
C -1.3401 0.9538 1.6279
C -2.6700 0.6026 1.6593
H -5.7220 -1.7019 -0.7612
H -4.6022 -0.8316 -1.8064
H -6.3447 -0.7190 -2.0936
H -6.6588 0.4387 0.0768
H -5.5408 1.3552 -0.9536
H -3.4609 1.2183 -1.5802
H -1.1084 1.8131 -1.6346
H 2.7140 3.7726 0.7787
H 3.1361 3.2471 -0.8456
H 3.5822 1.7086 1.5007
H 3.8218 0.2171 -2.2912
H 2.5605 1.4062 -1.9853
H 1.0150 -0.2092 -1.1892
H 1.8169 -1.0331 -2.5299
H -0.6597 -2.8774 1.9325
H -3.0424 -2.5445 0.6721
H -2.3640 -1.8231 -1.8706
H 4.0457 -2.5433 0.2468
H 4.3303 -1.8536 -1.3715
H 5.3948 -0.3009 0.1405
H 4.0703 -0.4488 1.3157
H -0.7408 0.8810 2.5203
H -3.1276 0.2593 2.5729

Properties
HOMO   -8.3 eV
Charge   0
HOMO-LUMO gap   9.0 eV
2S+1   1
ΔE to the lowest compared entry with this formula, charge and spin   1.742 eV
LUMO energy   0.652 eV
SMILES string   CCOc1ccc(N2C(=O)C[C@H](N3CCN(C(=O)c4ccco4)CC3)C2=O)cc1



Record 8
This record from the Open Molecules 2025 dataset describes one molecule with the formula C21H23N3OS at a distorted geometry. The level of theory is ωB97M-V with the def2-TZVPD basis set.

Positions of all 49 atoms, in Å:
C -4.2349 1.6218 1.3783
C -3.6389 0.4338 0.5721
C -3.5917 -0.8270 1.4936
C -4.5731 0.1506 -0.6075
C -2.2228 0.8887 0.1484
C -1.8639 1.0286 -1.2203
C -0.6279 1.5379 -1.6030
C 0.3077 1.8831 -0.5993
C 0.0181 1.7637 0.7636
C -1.2516 1.3024 1.1030
C 1.2234 2.1935 1.5802
C 2.3843 2.2412 0.5719
C 1.6557 2.4497 -0.7814
N 2.3970 1.8523 -1.9126
C 2.7545 0.5175 -2.0004
O 3.7087 0.2350 -2.7464
N 2.0607 -0.4257 -1.2977
C 2.4778 -1.7406 -1.0523
C 3.2796 -2.5240 -1.9666
C 3.6707 -3.8193 -1.6231
C 3.2857 -4.3686 -0.3930
C 2.4635 -3.6071 0.5040
S 1.8698 -3.9467 2.1190
C 1.1400 -2.3296 2.1724
N 1.3499 -1.5916 1.1136
C 2.0761 -2.3026 0.1408
H -3.6236 1.9024 2.2505
H -5.2316 1.3990 1.7590
H -4.3010 2.4829 0.7166
H -3.2093 -1.7151 0.9589
H -4.6031 -1.0307 1.8834
H -2.9478 -0.5921 2.3575
H -4.1849 -0.6771 -1.2135
H -4.7055 1.0306 -1.2534
H -5.5744 -0.1484 -0.2386
H -2.5378 0.7134 -2.0052
H -0.2576 1.6240 -2.6309
H -1.4591 1.1616 2.1744
H 1.0758 3.1570 2.0023
H 1.3549 1.4359 2.3669
H 3.0649 3.0935 0.8197
H 2.9855 1.3078 0.5860
H 1.5588 3.5466 -0.9658
H 3.0233 2.5067 -2.4147
H 1.4292 -0.0510 -0.5972
H 3.5005 -2.1338 -2.9551
H 4.2565 -4.3849 -2.3446
H 3.6697 -5.3426 -0.1463
H 0.5982 -1.9031 3.0329

Properties
HOMO   -8.1 eV
Charge   0
HOMO-LUMO gap   8.7 eV
2S+1   1
ΔE to the lowest compared entry with this formula, charge and spin   0.360 eV
LUMO energy   0.569 eV
SMILES string   CC(C)(C)c1ccc2c(c1)CC[C@H]2NC(=O)Nc1cccc2scnc12